Entry 1:
12
Properties=species:S:1:pos:R:3:forces:R:3 method="wB97M-V/def2-TZVPD" total_charge=+1 e_lumo_ev=-4.469 relative_energy_kcal_mol=49.0
H 1.5815 0.8682 1.3747 -0.8 -1.2 -0.1
C 0.6538 -1.4217 -0.6745 2.7 -1.6 -1.3
C 0.8735 0.1468 0.8566 1.9 3.6 1.7
O 1.3745 -0.9363 0.4655 0.4 -1.4 -0.7
N 1.2896 -1.8107 -1.6632 -3.4 0.0 -0.1
O -2.4157 1.4623 0.4678 -1.7 -0.8 2.5
N -0.2763 0.5702 0.6049 -2.2 0.0 0.4
C -1.2262 1.1997 0.0581 1.0 1.4 0.4
H -2.7668 1.1903 1.4204 1.5 0.3 -2.7
H -0.9526 1.7978 -0.7977 -0.3 -0.2 -0.7
H 2.2262 -1.6340 -1.5599 3.3 0.1 0.1
H -0.3615 -1.4324 -0.5527 -2.4 -0.3 0.3

=====

Entry 2:
52
Properties=species:S:1:pos:R:3:forces:R:3 method="wB97M-V/def2-TZVPD" smiles="COC(=O)c1c(Oc2nc(OC)cc(OC)n2)cccc1Oc1nc(OC)cc(OC)n1" e_lumo_ev=0.710
H -0.3871 -0.5744 3.8114 0.0 0.0 0.0
O -1.7392 -1.2115 -1.6645 0.1 0.4 -0.3
C 2.9950 -0.1465 -0.5894 1.0 0.0 0.8
N -2.3371 0.3674 0.8236 0.1 0.3 0.1
C -2.8757 -0.3788 1.7875 -0.6 0.1 -0.5
O -0.2152 -1.5199 -0.0513 0.0 -0.1 -0.2
N -4.3694 0.3130 -0.3730 -0.2 0.1 -0.3
H 4.4603 -3.6265 -0.8778 0.1 0.0 0.0
C 0.5193 3.1879 -1.7045 0.1 -0.2 0.0
O 5.7693 -2.1954 -0.1522 0.1 0.3 0.3
O 4.4417 1.8110 1.8992 0.3 -0.3 0.0
H 3.7478 3.4933 2.7456 0.0 0.0 0.0
C -4.1933 -0.8256 1.7149 0.0 0.0 0.0
H -1.5643 3.7105 -1.6169 -0.1 0.1 0.0
H -6.9024 0.6922 -0.7455 0.0 -0.1 0.0
H -7.8505 -0.8248 -0.6502 0.1 0.0 0.0
C -0.8283 2.9263 -1.5405 -0.4 -0.3 0.1
C -2.2092 -2.5345 -1.4544 0.0 -0.4 0.2
H 0.8463 4.1948 -1.9136 0.0 0.1 0.0
H -2.6769 -2.6190 -0.4703 0.0 0.0 -0.1
H -4.6297 -1.4312 2.4867 -0.1 -0.1 0.1
C -6.8521 -0.3975 -0.7111 -0.2 0.1 -0.4
O 1.8942 -0.1882 -1.3463 -0.2 0.0 -0.4
H 6.0636 -0.2204 1.5459 0.1 0.0 0.1
H -1.3799 -3.2425 -1.5129 -0.1 0.0 0.0
C 1.0261 0.8767 -1.3402 -0.7 0.5 0.0
C 3.4474 2.8190 1.9467 -0.3 0.3 0.0
H 2.4676 2.3856 2.1558 0.1 0.1 0.0
C 5.1842 -0.1966 0.9306 0.0 0.0 0.0
C -0.3325 0.5928 -1.1726 0.2 -0.1 0.0
C 4.2452 0.8239 1.0230 0.0 -0.6 -0.4
H -6.3360 -0.7500 -1.6059 -0.1 0.0 0.0
H 5.3757 -2.7418 -2.1113 0.0 -0.1 0.1
C -0.7968 -0.2466 2.8587 0.5 0.2 0.0
N 3.1525 0.8516 0.2627 -0.2 0.1 0.1
C 1.4507 2.1707 -1.6075 0.1 -0.1 -0.1
C -4.9093 -0.4350 0.5880 0.7 0.2 0.1
O -2.1446 -0.6973 2.8478 -0.4 -0.2 0.0
H -2.9372 -2.7250 -2.2385 0.0 0.0 0.0
C -3.1095 0.6636 -0.2060 -0.6 -0.5 1.1
H 3.3950 3.3544 0.9963 0.0 0.0 0.1
H -0.2407 -0.6871 2.0297 0.0 0.1 0.1
O -6.1757 -0.8290 0.4580 0.2 -0.1 0.3
C -0.7364 -0.8139 -0.8743 0.3 -0.2 0.0
H 2.5019 2.3649 -1.7450 0.1 0.0 0.0
H -0.7577 0.8415 2.7770 0.0 -0.1 0.1
C 4.9105 -1.1879 -0.0091 -0.4 0.6 0.1
H 6.2175 -3.9278 -1.0651 0.0 0.1 0.0
N 3.8215 -1.1591 -0.7731 -0.1 -0.3 -0.3
C -1.2607 1.6329 -1.2753 0.8 0.3 -0.1
C 5.4282 -3.1809 -1.1134 -0.1 -0.3 -0.3
O -2.6145 1.4410 -1.1771 0.0 0.2 -0.4

=====

Entry 3:
9
Properties=species:S:1:pos:R:3:forces:R:3 method="wB97M-V/def2-TZVPD" e_lumo_ev=-2.271 relative_energy_kcal_mol=80.9
N 1.2819 -0.4297 0.3635 -5.0 1.6 -0.3
O 1.7204 -1.1908 -0.4020 2.4 -2.4 -1.6
C -0.5808 1.1908 -0.0241 -1.3 0.0 -0.9
I 0.6249 2.8602 -0.0515 0.1 0.0 0.3
I -0.8976 -3.0413 0.1608 -0.2 1.5 -0.3
I -2.5522 1.5705 -0.8172 0.7 -0.1 0.5
O -1.0919 -1.0439 -0.5002 1.6 -0.9 1.1
O 1.7506 0.1835 1.2577 1.2 0.3 1.2
C -0.2552 -0.0994 0.0130 0.5 -0.1 0.2

=====

Entry 4:
43
Properties=species:S:1:pos:R:3:forces:R:3 method="wB97M-V/def2-TZVPD" smiles=CP(C)c1nnc(OB(O)O)nn1.c1ccncc1.c1ccncc1 e_lumo_ev=-0.874
N 0.6313 0.9802 -0.4681 0.5 0.2 0.1
N 3.6487 -3.5487 3.4640 0.0 0.0 0.0
H -1.8836 -2.7847 -1.5590 -0.1 -0.1 0.0
H 4.4966 -2.1118 2.2737 0.0 0.0 0.0
C -6.0424 2.3148 -4.2322 0.0 0.0 0.0
H 2.7431 -4.8296 4.7818 0.0 0.0 0.0
N 2.8108 0.0080 -1.7407 -0.3 -0.3 -0.1
C 2.8592 0.8911 -0.7531 0.4 0.4 -0.1
P -1.0706 -0.5421 -1.9997 -0.4 0.1 -0.7
C -5.5237 4.1300 -2.7776 0.0 0.0 0.0
C 2.8184 -1.4743 5.1260 0.0 0.0 0.0
C 3.9277 -2.2774 3.1826 0.0 0.0 -0.1
H 1.9565 -3.0442 6.3239 0.0 0.0 0.0
H 4.9572 -1.3336 -0.3676 0.0 -0.1 -0.5
O 4.0861 1.3238 -0.3671 -0.9 -0.4 0.2
C -6.1459 3.6608 -3.9228 0.0 0.0 0.0
H -6.5100 1.9052 -5.1168 0.0 0.0 0.0
H -1.9914 1.1206 -0.4922 -0.1 0.1 0.1
H 5.7104 0.4570 2.1019 0.0 -0.5 0.5
H -0.4585 -2.4023 -0.5495 -0.1 -0.2 0.1
C 0.5639 0.0685 -1.4425 -0.4 -0.1 0.3
O 4.8273 0.6854 1.8005 0.4 0.8 -0.7
C 2.9557 -3.7865 4.5743 0.0 -0.1 0.0
H -6.7014 4.3331 -4.5636 0.0 0.0 0.0
H -3.2273 0.0195 -1.1341 -0.1 0.2 -0.1
B 4.8019 0.4478 0.4517 0.3 -0.2 0.1
H -5.2155 0.4367 -3.5849 0.0 0.0 0.0
N 1.8217 1.4123 -0.1118 -0.4 -0.1 -0.1
N 1.6172 -0.4156 -2.0994 0.5 0.1 0.1
H -2.1901 -0.5386 0.1605 0.2 0.2 0.2
H -4.3198 3.5558 -1.0890 0.0 0.0 0.0
H -5.5779 5.1727 -2.4973 0.0 0.0 0.0
C 3.5398 -1.2061 3.9728 -0.1 -0.1 0.2
N -4.7160 1.9315 -2.2743 -0.1 0.0 0.0
C -5.3198 1.4964 -3.3776 0.0 -0.1 0.0
C -2.2232 0.0899 -0.7288 0.2 -0.6 0.1
C -0.9051 -2.3193 -1.5381 0.4 0.5 0.1
C 2.5181 -2.7908 5.4352 0.0 0.0 0.0
H 2.4945 -0.6686 5.7722 0.0 0.0 0.0
H -0.2483 -2.7837 -2.2662 0.0 -0.2 -0.1
C -4.8233 3.2275 -1.9919 0.1 0.0 0.1
H 3.7944 -0.1977 3.6929 0.0 0.1 -0.1
O 5.5135 -0.6130 -0.0683 -0.1 0.2 0.4

=====

Number 1: molecular weight 101.08 g mol⁻¹, E_tot -376.958148 Eh. Number 2: molecular weight 444.40 g mol⁻¹, E_tot -1595.108217 Eh. Number 3: molecular weight 466.74 g mol⁻¹, E_tot -1249.569663 Eh. Number 4: molecular weight 360.12 g mol⁻¹, E_tot -1464.783258 Eh.